Arrangement 1

Density functional theory data (ωB97M-V/def2-TZVPD) for C6H7N in the gas phase.

For the LUMO energy, the calculation gives 0.02939 hartree. The value obtained for the frontier orbital gap is 9.339 eV.

```
! RIJCOSX wB97M-V def2-TZVPD def2/J DEFGRID3
* xyz 0 1
C 1.342 0.477 0.607
C 1.334 -0.883 0.098
C 0.420 1.153 -0.133
C 0.453 -1.060 -0.872
C -1.836 -0.046 0.832
C -0.318 0.269 -1.029
N -1.744 0.067 -0.395
H 2.077 0.843 1.227
H 2.022 -1.627 0.494
H 0.290 2.203 0.003
H 0.339 -1.831 -1.655
H -2.918 -0.074 1.124
H -1.109 -0.084 1.775
H -0.353 0.591 -2.078
*
```

=====

Arrangement 2

Density functional theory data (ωB97M-V/def2-TZVPD) for C6H7N in the gas phase.

For the LUMO energy, the calculation gives 0.04106 hartree. The value obtained for the frontier orbital gap is 8.999 eV.

```
! RIJCOSX wB97M-V def2-TZVPD def2/J DEFGRID3
* xyz 0 1
N 0.464 1.176 1.936
C 0.228 0.482 0.753
C -0.990 0.685 0.064
C -1.156 0.189 -1.220
C -0.292 -0.857 -1.615
C 0.637 -1.347 -0.722
C 0.999 -0.642 0.421
H -0.224 1.818 2.277
H 1.395 1.509 2.109
H -1.834 1.096 0.611
H -2.120 0.315 -1.696
H -0.290 -1.143 -2.659
H 1.161 -2.262 -0.981
H 1.894 -0.902 0.968
*
```

=====

Stability check: which of them is least stable? arrangement 1.

=====

Arrangement 1

Density functional theory data (ωB97M-V/def2-TZVPD) for C6H7N as an isolated structure.

For the LUMO energy, the calculation gives -0.02276 hartree. The value obtained for the frontier orbital gap is 7.607 eV.

```
! RIJCOSX wB97M-V def2-TZVPD def2/J DEFGRID3
* xyz 0 1
C 0.143 -1.892 1.837
C 1.275 -0.983 0.517
C -1.091 -2.097 2.416
C 0.043 1.266 -0.504
C 0.562 0.480 -1.583
C 0.254 -0.333 -0.262
N -2.204 -1.879 2.947
H 0.840 -2.492 2.376
H 0.738 2.005 -0.130
H -1.042 1.504 -0.480
H -0.084 0.121 -2.414
H 1.547 0.595 -1.871
H -0.729 -0.792 -0.405
H -2.855 -2.618 3.196
*
```

=====

Arrangement 2

Density functional theory data (ωB97M-V/def2-TZVPD) for a 2-piece molecular cluster, C6H7N overall.

For the LUMO energy, the calculation gives 0.03244 hartree. The value obtained for the frontier orbital gap is 9.948 eV.

```
! RIJCOSX wB97M-V def2-TZVPD def2/J DEFGRID3
* xyz 0 1
N 0.372 2.092 -1.371
C -0.515 2.817 -1.629
C -0.097 0.382 1.069
C 1.101 -0.100 0.690
C 0.896 -1.265 -0.188
C -0.423 -1.485 -0.322
C -1.183 -0.463 0.474
H -0.286 1.267 1.668
H 0.926 1.373 -0.936
H 2.070 0.307 0.965
H 1.695 -1.832 -0.655
H -0.893 -2.281 -0.888
H -1.881 0.120 -0.143
H -1.783 -0.932 1.267
*
```

=====

Stability check: which of them is least stable? arrangement 1.